[1]
{"formula": "C3H6O2", "method": "wB97M-V/def2-TZVPD", "elements": ["C", "C", "H", "H", "H", "H", "O", "C", "O", "H", "H"], "positions_angstrom": [[-2.049, 0.080, -0.415], [-2.847, -0.452, 0.502], [-1.759, -0.395, -1.359], [-1.420, 0.965, -0.426], [-3.605, -1.145, 0.174], [-2.934, 0.104, 1.430], [1.474, 1.186, 0.418], [1.773, 0.334, -0.349], [1.735, -0.988, -0.056], [2.096, 0.462, -1.397], [0.896, -1.434, -0.150]], "gap_ev": 11.13, "e_homo_ev": -10.3, "max_force_ha_per_bohr": 0.0388}


[2]
{"formula": "C3H5N3S", "method": "wB97M-V/def2-TZVPD", "elements": ["C", "C", "C", "N", "N", "N", "S", "H", "H", "H", "H", "H"], "positions_angstrom": [[-2.936, -0.097, -0.083], [-0.493, -0.405, -0.028], [1.763, 1.130, 0.058], [-3.615, 0.727, 0.362], [-2.076, -1.008, -0.253], [0.258, -1.509, 0.138], [-0.103, 1.256, 0.000], [1.992, 0.406, 0.867], [2.117, 2.114, 0.431], [2.212, 1.143, -1.021], [-0.259, -2.294, -0.035], [1.138, -1.461, -0.438]], "gap_ev": [7.80, 7.80], "e_homo_ev": [-8.1, -8.1], "max_force_ha_per_bohr": 0.1513}


[3]
{"formula": "C16H52N2O16", "method": "wB97M-V/def2-TZVPD", "elements": ["C", "C", "O", "O", "H", "H", "H", "H", "H", "H", "C", "C", "O", "O", "H", "H", "H", "H", "H", "H", "C", "C", "O", "O", "H", "H", "H", "H", "H", "H", "C", "C", "O", "O", "H", "H", "H", "H", "H", "H", "C", "C", "O", "O", "H", "H", "H", "H", "H", "H", "C", "C", "O", "O", "H", "H", "H", "H", "H", "H", "C", "O", "N", "N", "H", "H", "H", "H", "C", "O", "H", "H", "H", "H", "C", "O", "H", "H", "H", "H", "C", "O", "H", "H", "H", "H"], "positions_angstrom": [[1.290, -22.574, -0.109], [2.617, -23.265, -0.310], [3.223, -22.908, -1.574], [1.428, -21.177, -0.340], [0.885, -22.857, 0.873], [0.605, -23.071, -0.833], [2.451, -24.341, -0.332], [3.236, -22.928, 0.539], [4.202, -23.043, -1.448], [0.692, -20.726, 0.113], [6.811, -19.095, -4.066], [6.713, -19.126, -2.570], [6.962, -20.521, -2.198], [8.111, -19.490, -4.498], [6.636, -18.103, -4.523], [6.007, -19.734, -4.482], [5.718, -18.862, -2.188], [7.444, -18.424, -2.121], [7.897, -20.674, -2.372], [8.282, -19.103, -5.384], [-1.314, -19.090, -2.312], [-1.871, -18.521, -3.639], [-2.953, -19.340, -4.163], [-1.939, -18.433, -1.199], [-0.230, -18.939, -2.333], [-1.514, -20.215, -2.372], [-1.198, -18.507, -4.456], [-2.217, -17.435, -3.504], [-3.784, -19.016, -3.857], [-1.693, -18.856, -0.393], [-3.257, -19.952, 2.089], [-1.850, -19.638, 2.551], [-0.934, -19.492, 1.448], [-4.136, -19.920, 3.145], [-3.281, -20.909, 1.578], [-3.598, -19.167, 1.495], [-1.617, -20.401, 3.311], [-1.869, -18.691, 3.142], [-0.163, -18.871, 1.641], [-3.981, -20.731, 3.664], [0.279, -15.371, -3.001], [0.259, -15.726, -1.581], [-1.089, -15.741, -1.041], [1.603, -15.504, -3.529], [-0.072, -14.339, -3.110], [-0.337, -16.032, -3.541], [0.781, -14.939, -0.957], [0.714, -16.760, -1.449], [-1.400, -16.692, -0.985], [1.643, -15.821, -4.419], [2.543, -18.372, 2.324], [3.226, -19.634, 2.215], [4.306, -19.631, 3.138], [1.504, -18.359, 1.306], [3.282, -17.630, 2.169], [2.118, -18.247, 3.346], [3.653, -19.662, 1.209], [2.584, -20.508, 2.320], [4.150, -20.308, 3.815], [1.904, -18.207, 0.406], [3.011, -20.534, -4.098], [2.901, -19.879, -5.122], [2.592, -20.139, -2.908], [3.494, -21.756, -4.074], [1.773, -19.546, -2.955], [2.529, -20.853, -2.199], [3.665, -22.145, -5.022], [3.348, -22.351, -3.259], [0.688, -17.874, -6.627], [1.562, -17.322, -5.682], [-0.295, -18.135, -6.138], [0.503, -17.198, -7.447], [1.080, -18.784, -7.008], [2.182, -18.021, -5.470], [6.663, -23.408, -2.217], [6.085, -22.869, -1.048], [6.091, -23.200, -3.123], [7.725, -23.124, -2.355], [6.639, -24.449, -2.058], [6.355, -21.899, -1.052], [3.464, -16.600, -0.716], [2.747, -17.804, -0.894], [4.340, -16.643, -0.088], [3.758, -16.218, -1.691], [2.757, -15.866, -0.203], [3.032, -18.192, -1.777]], "gap_ev": 9.76, "e_homo_ev": -9.4, "max_force_ha_per_bohr": 0.0706}


[4]
{"formula": "C9H11InN2O3", "method": "wB97M-V/def2-TZVPD", "elements": ["In", "O", "C", "O", "O", "H", "N", "C", "C", "C", "C", "H", "H", "H", "H", "H", "N", "C", "C", "C", "C", "H", "H", "H", "H", "H"], "positions_angstrom": [[4.243, 5.188, 2.756], [0.422, 0.267, 1.463], [0.993, 1.428, 1.841], [2.233, 1.509, 1.748], [0.328, 2.362, 2.285], [1.192, -0.263, 1.241], [4.872, -3.588, -1.208], [4.950, -4.306, -2.425], [3.689, -4.388, -2.977], [2.807, -3.829, -2.036], [3.588, -3.312, -1.005], [5.615, -3.248, -0.614], [5.897, -4.605, -2.848], [3.316, -4.764, -3.918], [1.728, -3.827, -2.094], [3.311, -2.793, -0.099], [-4.036, 2.106, 0.626], [-4.035, 3.460, 0.343], [-5.317, 3.995, 0.680], [-6.077, 2.912, 1.233], [-5.195, 1.795, 1.245], [-3.245, 1.480, 0.570], [-3.178, 3.902, -0.144], [-5.603, 5.029, 0.553], [-7.127, 2.753, 1.425], [-5.372, 0.736, 1.360]], "gap_ev": 1.52, "e_homo_ev": -12.7, "total_charge": 2, "max_force_ha_per_bohr": 0.0378}


What is the formula in the fourth record?
C9H11InN2O3